Record 1
C43H59AsInN5SSe4 | wB97M-V/def2-TZVPD

```
114
Properties=species:S:1:pos:R:3:forces:R:3:lowdin_charge:R:1
C -2.52651 -1.90492 -1.31248 -0.02 -0.02 -0.07 0.021
C 2.00872 6.01708 -2.35547 0.02 -0.03 -0.01 -0.095
C 2.23103 -2.07048 -0.49928 -0.07 -0.04 -0.03 0.020
C 0.50762 -3.79942 -1.13514 -0.06 -0.04 0.01 -0.137
H -5.57922 2.66189 0.66983 0.01 0.01 0.00 0.081
H -7.10234 2.92618 -0.19274 -0.01 0.01 -0.01 0.063
C -1.60107 5.89567 -0.96728 -0.05 -0.02 -0.07 -0.190
H -2.23039 7.66352 0.11737 -0.02 0.01 0.01 0.066
S -4.39857 -2.67170 1.52157 -0.09 -0.16 -0.01 0.429
C -0.84230 -3.74758 -1.34490 0.05 -0.04 0.03 -0.145
H 2.98588 -2.84712 -0.52387 0.01 0.00 -0.03 0.100
C -2.98229 1.56906 -0.93033 0.08 0.17 0.14 -0.211
C 4.06388 0.99231 -0.62527 -0.02 0.02 -0.08 -0.134
H -1.54110 -3.63034 3.07682 0.01 -0.03 0.03 0.051
H 6.66178 -2.16381 0.88242 0.01 0.00 -0.01 0.065
H 4.98003 -2.23333 -0.96410 0.00 0.01 -0.01 0.098
H 2.46496 -6.57856 -0.34323 0.00 0.00 -0.01 0.064
H 2.51531 -5.03394 0.51198 0.01 0.00 -0.01 0.059
H -1.15940 -1.10019 4.28415 0.03 -0.04 0.01 0.050
C 3.15475 -0.12379 3.18480 -0.02 0.02 -0.01 -0.182
C 5.25176 -1.26999 -0.52524 0.00 -0.02 0.00 -0.193
H -0.34302 -2.16508 6.43887 0.00 0.00 0.00 0.062
H -1.16286 6.53541 -1.74160 0.03 0.00 0.03 0.101
H 2.75952 -2.06114 4.11544 -0.01 0.04 0.02 0.053
N 1.87086 0.33928 -0.35260 -0.04 -0.20 -0.30 0.065
H -2.38602 -3.91938 -3.63677 -0.01 0.00 0.00 0.063
H 3.10646 -2.14751 2.39418 -0.03 0.01 0.01 0.031
C 0.08276 -2.44130 5.47021 0.01 0.01 0.03 -0.181
Se 1.31260 3.50511 2.63281 -0.93 -0.32 0.13 -0.073
H 6.23261 2.93645 -2.50226 0.01 0.01 0.00 0.063
H -6.37769 -0.53122 -1.74211 0.00 0.01 -0.01 0.103
C 2.66991 -0.76546 -0.40007 0.07 0.09 0.04 -0.248
C -1.97127 -4.87042 -3.29904 0.00 0.02 -0.02 -0.092
H -0.80875 6.86733 0.81204 0.01 0.01 0.01 0.068
C -5.42925 -1.03760 -1.94000 -0.04 -0.02 0.06 -0.198
H 2.44411 5.52013 -0.29734 -0.01 0.00 0.03 0.104
H -1.02565 -5.01812 -3.82511 0.01 0.00 0.00 0.069
In -0.30632 0.30792 0.31872 0.02 0.77 0.31 0.498
C -4.32101 1.19728 -1.31052 -0.02 -0.08 -0.03 -0.127
H -0.90797 -5.14202 2.41765 0.01 -0.01 -0.02 0.064
H -2.58777 5.61309 -1.34362 0.01 0.02 -0.03 0.096
H 0.89027 -5.69191 -2.00186 0.00 0.00 0.01 0.098
H 3.08320 0.33950 2.19780 0.01 -0.02 0.02 0.047
H 6.10508 -0.54216 1.33283 0.00 0.01 -0.01 0.074
Se -0.22688 1.70991 2.62151 0.46 0.03 -0.21 -0.025
H 1.14758 6.26101 -2.98056 -0.01 0.01 0.00 0.067
C 1.57012 5.74118 -0.91473 0.03 0.01 0.00 -0.192
C 2.26926 2.72946 -0.68723 -0.12 -0.01 -0.03 0.010
H -1.33685 -5.81119 -1.46236 0.01 0.00 -0.01 0.105
As 0.69125 -1.58934 2.68359 0.22 -0.14 -0.18 1.167
C 2.67337 1.42018 -0.55096 0.08 -0.01 0.21 -0.231
H 0.34013 -0.38240 4.81511 -0.05 -0.05 0.02 0.036
C -5.35221 -1.41523 -3.42098 0.01 0.00 -0.02 -0.094
H 1.14011 -2.66754 5.63263 0.00 -0.01 -0.01 0.052
H -6.58648 1.28799 0.25033 0.00 -0.01 -0.01 0.074
C -6.24026 2.26175 -0.09991 0.01 0.00 0.04 -0.086
N -0.14634 2.43005 -0.70334 -0.02 0.07 0.16 0.056
C 5.80119 -1.49048 0.88636 0.01 0.00 0.01 -0.084
H 3.05123 3.47320 -0.76582 0.00 0.01 0.04 0.101
H 2.48430 5.13413 -2.78824 0.00 0.00 0.00 0.064
H 1.05924 -3.99644 3.41566 -0.04 -0.03 0.02 0.057
C -2.96155 -0.59040 -1.23156 -0.03 0.01 0.21 -0.252
H -3.28088 3.66657 -0.79332 0.01 0.02 -0.04 0.107
C -0.75108 4.66883 -0.83407 0.02 -0.02 0.15 -0.113
C -3.11127 -1.65347 1.63689 0.04 0.18 0.16 -0.962
C 0.90859 -2.47315 -0.73588 0.12 0.08 -0.05 -0.262
H 5.03289 -1.91545 1.53299 0.02 0.00 -0.01 0.054
C -1.75128 -4.85196 -1.78482 0.00 -0.01 0.01 -0.193
H 2.28688 -4.64653 -1.93917 0.00 0.00 0.00 0.108
H 1.03701 -5.98201 0.52123 0.00 0.00 -0.01 0.072
H 2.71698 6.84744 -2.40781 0.01 0.01 0.01 0.062
C 0.57632 -3.54998 2.54133 0.02 0.04 0.05 -0.425
C 1.88629 -5.68478 -0.09664 -0.01 -0.01 0.03 -0.098
C 5.23117 1.89519 -0.86877 0.03 0.02 0.06 -0.195
C -1.76900 6.69537 0.32508 0.03 -0.01 0.05 -0.101
H -5.37809 -0.52296 -4.05026 -0.01 0.01 0.00 0.071
H 6.03620 -0.85736 -1.16647 0.00 0.02 0.02 0.102
H 6.14435 1.40855 -0.51530 0.00 -0.01 -0.02 0.101
H -6.17483 1.75070 -2.20012 0.00 -0.02 0.02 0.100
H 4.20359 -0.10022 3.49641 0.01 0.00 0.00 0.060
C 0.95332 3.19881 -0.72396 0.08 0.05 -0.03 -0.286
C 1.41318 -4.97291 -1.36504 0.03 0.01 -0.04 -0.194
H 5.53638 1.37093 -2.95186 0.00 -0.01 0.00 0.071
H -1.23218 -3.75759 1.36733 -0.01 0.01 0.02 0.043
C -1.24839 -2.38970 -1.10380 0.03 0.05 -0.05 -0.238
C -0.84875 -4.05115 2.34522 -0.03 -0.01 -0.02 -0.171
N -2.19831 -0.92971 1.71667 0.10 0.01 -0.02 0.023
H -6.18374 -2.06293 -3.70928 0.00 -0.01 0.00 0.063
C -0.10457 -1.31706 4.46402 0.03 0.13 -0.07 -0.437
H -3.28037 -2.63750 -1.57241 0.01 0.00 -0.01 0.101
C 4.06573 -0.35731 -0.52461 -0.04 -0.03 0.05 -0.134
H 5.12453 2.80455 -0.27155 -0.02 0.00 0.00 0.111
H 4.48294 2.75940 -2.71117 0.00 0.00 -0.01 0.065
C -4.30433 -0.15564 -1.50277 -0.03 0.08 -0.07 -0.131
Se -2.58401 6.06978 4.30477 0.09 0.32 0.04 -0.304
H -2.71030 -4.75170 -1.27006 0.00 0.00 0.00 0.109
C 5.38451 2.26628 -2.34585 0.00 -0.01 -0.01 -0.092
H 1.18805 -3.79129 1.67222 0.00 -0.05 0.06 0.016
H -0.40675 -3.36108 5.14670 -0.01 -0.01 0.00 0.051
H -2.38709 6.16947 1.04948 0.01 -0.07 0.08 0.029
N -2.19517 0.47279 -0.85604 0.07 -0.10 -0.35 0.062
C 0.59994 4.60904 -0.81969 -0.03 -0.01 -0.07 -0.156
H -4.41974 -1.93853 -3.63960 0.00 0.00 0.00 0.058
C -2.52670 2.89050 -0.78725 -0.11 -0.14 -0.01 0.074
H -5.43626 -1.93663 -1.31701 0.02 0.00 0.00 0.082
C -1.21480 3.28915 -0.73226 0.09 -0.07 -0.22 -0.225
H 2.58430 0.52234 3.85582 0.02 -0.03 0.01 0.042
H -5.16026 3.10437 -1.76643 0.00 0.00 -0.01 0.099
H 1.12255 6.63883 -0.48385 -0.03 0.01 -0.03 0.104
H -2.65733 -5.66763 -3.59389 -0.01 -0.01 0.00 0.064
C 2.60643 -1.54747 3.16040 -0.05 0.00 0.09 -0.425
N -0.16088 -1.64403 -0.72774 -0.19 -0.15 0.08 0.067
Se -1.32221 4.40431 3.49335 0.17 -0.31 -0.26 -0.268
C -5.49311 2.11990 -1.42795 -0.01 0.02 0.00 -0.203
```
Forces are in eV/Å.

Summary:
- lowest unoccupied orbital energy (spin up / spin down) (eV) = 3.5 / 3.5
- energy relative to the best compared isomer or geometry (same formula, charge and spin) (kJ/mol) = 0.0
- multiplicity = 1
- total charge = -2

---

Record 2
C12H21ClFN2O2 | wB97M-V/def2-TZVPD

```
39
Properties=species:S:1:pos:R:3:forces:R:3:nbo_charge:R:1
H -3.69500 -2.16253 3.95931 0.48 0.11 0.21 0.257
C 0.82576 3.02782 -3.27871 -0.22 0.71 -0.48 -0.206
N 0.29152 -0.05872 -0.83123 0.05 -0.80 -0.74 -0.384
H -0.18328 0.69195 -3.89259 -0.17 0.34 0.36 0.226
O 0.84216 -0.37424 2.80597 -1.66 -1.52 -0.19 -0.509
H -1.68492 -0.10799 -1.49605 0.23 -0.32 -0.18 0.229
H -1.41241 1.63707 -2.95518 0.39 -0.20 -0.13 0.249
H 1.85165 -2.62657 4.34388 -0.27 0.14 0.09 0.255
O -2.00520 -0.18249 2.51787 0.57 -1.45 0.08 -0.504
C -3.36891 -2.05736 2.92348 -0.36 -0.23 -0.10 -0.731
H 2.68923 -2.12530 2.87902 -0.36 0.22 -0.03 0.244
C -0.77704 -2.28561 2.85993 -1.21 -1.12 1.57 0.008
C 0.02023 1.13768 -0.03467 0.01 -1.72 0.26 -0.287
C -0.51790 1.00472 -2.88743 0.72 1.14 -0.58 -0.235
H 2.18348 0.79807 -3.25753 -0.16 0.46 0.49 0.232
H 1.95057 -1.00200 -1.80223 -0.17 0.54 0.37 0.232
H 1.07939 2.59577 -4.25595 -0.02 0.10 0.39 0.239
H -3.26726 -3.05386 2.53407 -0.34 -0.61 -0.27 0.235
H -0.55555 -1.10816 -2.48943 -0.10 0.22 0.29 0.230
H 2.67805 1.83924 -1.84451 -0.38 -0.25 -0.42 0.234
C -0.69136 -0.15634 -1.95938 0.67 -0.59 1.61 -0.267
C 1.72625 -2.45597 3.27410 0.18 -0.99 -0.12 -0.722
Cl -0.62553 4.04060 -3.52172 0.40 -0.25 0.18 0.008
C 1.91346 1.14409 -2.23898 0.26 0.12 -0.45 -0.246
H 1.44412 -3.39220 2.83378 0.42 -0.99 -0.12 0.231
H -4.18082 -1.50655 2.43463 0.43 -0.10 -0.11 0.249
H 1.11067 2.93075 -0.50733 -0.27 0.17 -0.23 0.227
C -2.04839 -1.38461 2.73027 -0.19 1.52 -0.30 0.561
C 0.58846 -1.57017 2.94014 1.64 2.01 -0.01 0.557
C 0.23777 2.37049 -0.85801 0.42 0.82 -1.52 -0.222
F -0.80643 -3.42821 2.01190 0.30 1.33 -0.79 -0.351
H -0.99115 1.02705 0.35252 -0.03 0.30 0.04 0.247
H 1.62658 3.68940 -2.94011 -0.12 -0.27 0.11 0.245
H 0.69409 1.06786 0.81548 -0.07 0.34 0.18 0.255
N 0.60965 1.91772 -2.32842 -0.61 -0.32 0.56 -0.229
C 1.70424 -0.04683 -1.29746 -0.89 -0.28 0.73 -0.258
H 2.32973 0.08119 -0.38979 -0.29 -0.30 -0.59 0.232
H -0.93943 -2.92459 3.78958 0.44 1.73 -0.09 0.220
H -0.64650 3.00885 -0.93920 0.31 -0.01 -0.07 0.247
```
Forces are in eV/Å.

Summary:
- lowest unoccupied orbital energy (eV) = -2.4
- energy relative to the best compared isomer or geometry (same formula, charge and spin) (kJ/mol) = 0.0
- multiplicity = 1
- total charge = +1

---

Record 3
C6H11NO | wB97M-V/def2-TZVPD

```
19
Properties=species:S:1:pos:R:3:forces:R:3:nbo_charge:R:1
H 1.72414 0.79907 -2.18684 -0.91 -0.67 0.92 0.222
O 0.10247 -3.13431 1.46827 -1.22 0.38 0.74 -0.355
C -0.31429 -0.00205 -0.05493 2.79 1.37 1.07 -0.294
H -0.98594 0.41052 0.68726 -0.59 -0.79 0.13 0.255
H -2.41286 -2.72271 2.23140 0.84 1.81 -1.54 0.292
C -2.06594 -1.88385 1.46298 1.84 -4.67 2.60 -0.718
N 0.15908 -1.33087 0.32816 -1.47 1.94 0.58 -0.186
C 0.82001 1.14122 -0.09520 1.02 -0.95 0.97 -0.426
C 1.35920 1.50166 -1.40749 0.36 -1.66 -2.74 -0.266
H -0.76735 0.00157 -1.01009 -0.71 -0.39 -1.25 0.287
H 1.11964 -1.68495 0.24525 -0.09 0.25 -0.45 0.454
H -2.48848 -2.17851 0.55867 -1.34 0.14 -1.71 0.267
H 1.57894 3.01764 -2.93017 0.87 -0.86 -0.30 0.226
H 1.73638 0.84298 0.50122 -1.37 0.24 0.18 0.238
C -0.59251 -2.15235 1.20901 1.11 -1.18 -0.66 0.630
H 1.49712 3.61433 -1.27280 -0.62 -0.80 -0.15 0.190
C 1.51308 2.69132 -1.90260 -0.39 4.01 0.87 -0.324
H 0.31360 2.04181 0.29597 0.48 -0.50 0.27 0.253
H -2.29630 -0.97253 1.87195 -0.61 2.32 0.48 0.256
```
Forces are in eV/Å.

Summary:
- lowest unoccupied orbital energy (spin up / spin down) (eV) = -3.8 / -8.8
- energy relative to the best compared isomer or geometry (same formula, charge and spin) (kJ/mol) = 312.8
- multiplicity = 2
- total charge = +1